C53H65AuF3N4O7SSiTe | ωB97M-V/def2-TZVPD

Computed properties:
Kohn-Sham gap (spin up / spin down)	7.26 / 6.49	eV
energy above the lowest of the compared OMol25 structures with the same formula, charge and spin	26.7	kJ/mol
2S+1	2
expectation value of S²	0.7555
HOMO energy (spin up / spin down)	-7.8 / -8.2	eV
largest force on an atom	0.82	eV/Å
molecular weight	1311.838	g/mol

Element x y z (Å)
Au: 0.694 0.208 -0.370
C: 4.928 -0.131 6.545
C: 3.838 0.322 5.614
C: 2.505 0.010 5.864
C: 1.505 0.401 4.990
C: 1.839 1.107 3.842
C: 3.158 1.439 3.579
C: 4.146 1.049 4.468
S: 0.574 1.623 2.720
O: 1.156 2.643 1.876
O: -0.582 1.952 3.516
N: 0.261 0.382 1.756
C: -0.597 -0.673 2.061
C: -1.265 -0.947 3.262
C: -1.992 -2.119 3.339
C: -2.071 -2.987 2.252
C: -1.425 -2.608 1.090
N: -0.729 -1.481 1.008
H: 4.522 -0.463 7.500
H: 5.643 0.670 6.736
H: 5.479 -0.967 6.108
H: 2.245 -0.543 6.759
H: 0.471 0.179 5.213
H: 3.396 2.004 2.689
H: 5.178 1.310 4.263
H: -1.230 -0.253 4.086
H: -2.506 -2.360 4.261
H: -2.627 -3.912 2.306
H: -1.457 -3.204 0.184
C: 6.788 -0.488 -5.091
C: 5.489 0.184 -4.742
C: 5.281 0.720 -3.477
C: 4.082 1.329 -3.127
C: 3.936 1.901 -1.745
C: 3.073 1.391 -4.093
Te: 1.294 2.364 -3.569
N: 0.693 0.368 -2.385
C: 0.019 -0.644 -2.935
O: -0.352 -1.666 -2.330
C: -0.330 -0.538 -4.397
C: -1.139 0.484 -4.879
C: -1.528 0.504 -6.212
C: -1.107 -0.499 -7.072
C: -0.314 -1.534 -6.590
C: 0.064 -1.560 -5.257
C: 2.288 4.279 -3.428
C: 3.450 4.517 -4.156
C: 4.009 5.787 -4.180
C: 3.412 6.816 -3.470
C: 2.262 6.572 -2.735
C: 1.685 5.307 -2.696
C: 0.450 5.069 -1.872
C: 3.246 0.873 -5.379
C: 2.206 0.917 -6.469
C: 4.467 0.273 -5.676
H: 7.451 -0.535 -4.227
H: 7.305 0.051 -5.887
H: 6.616 -1.507 -5.441
H: 6.057 0.635 -2.728
H: 4.497 1.296 -1.038
H: 2.903 1.895 -1.396
H: 4.299 2.932 -1.714
H: -1.490 1.255 -4.202
H: -2.167 1.299 -6.576
H: -1.407 -0.483 -8.112
H: 0.001 -2.329 -7.254
H: 0.653 -2.378 -4.864
H: 3.926 3.716 -4.705
H: 4.911 5.966 -4.751
H: 3.844 7.808 -3.480
H: 1.805 7.375 -2.169
H: 0.202 5.948 -1.278
H: 0.604 4.236 -1.185
H: -0.416 4.834 -2.499
H: 1.283 1.410 -6.167
H: 1.942 -0.095 -6.780
H: 2.596 1.442 -7.343
H: 4.612 -0.144 -6.668
C: 3.450 -2.844 3.777
C: 3.168 -3.182 2.316
C: 3.781 -4.531 1.952
C: 1.668 -3.169 2.055
O: 3.803 -2.154 1.558
Si: 3.649 -1.630 0.010
O: 2.488 -0.543 -0.110
O: 5.120 -0.969 -0.372
C: 6.198 -0.547 0.475
C: 6.906 -1.778 1.037
C: 7.176 0.226 -0.403
C: 5.691 0.350 1.597
O: 3.501 -2.986 -0.879
C: 3.425 -3.392 -2.239
C: 4.783 -3.981 -2.604
C: 3.100 -2.207 -3.131
C: 2.326 -4.444 -2.322
H: 3.029 -3.602 4.440
H: 3.013 -1.873 4.027
H: 4.528 -2.792 3.946
H: 3.358 -5.321 2.578
H: 4.861 -4.506 2.109
H: 3.588 -4.762 0.906
H: 1.159 -3.913 2.671
H: 1.456 -3.384 1.005
H: 1.267 -2.182 2.294
H: 7.250 -2.411 0.216
H: 6.227 -2.354 1.661
H: 7.772 -1.480 1.633
H: 7.473 -0.385 -1.258
H: 8.072 0.476 0.168
H: 6.737 1.157 -0.764
H: 5.015 -0.197 2.251
H: 5.157 1.209 1.183
H: 6.533 0.718 2.188
H: 5.554 -3.213 -2.508
H: 4.782 -4.354 -3.631
H: 5.031 -4.803 -1.931
H: 3.834 -1.411 -2.990
H: 2.114 -1.824 -2.879
H: 3.115 -2.504 -4.183
H: 2.567 -5.298 -1.687
H: 2.208 -4.797 -3.350
H: 1.379 -4.012 -1.992
F: -5.453 3.187 0.349
C: -4.960 2.899 -0.864
F: -5.854 2.130 -1.498
F: -4.862 4.055 -1.542
C: -3.612 2.229 -0.755
C: -2.540 2.954 -0.259
C: -1.313 2.332 -0.161
N: -1.147 1.059 -0.541
C: -2.178 0.348 -1.003
C: -3.436 0.909 -1.125
H: -2.647 3.980 0.062
H: -0.453 2.823 0.269
H: -1.959 -0.674 -1.288
H: -4.253 0.316 -1.508

Mulliken atomic charge list, values in e, 8 entries:
1. Au 1.370
2. C -1.606
3. C 1.199
4. C -1.069
5. C -0.360
6. C -0.219
7. C -0.245
8. C -0.554